[1]
Formula: C14H16O2
Source: OMol25
Level of theory: ωB97M-V with the def2-TZVPD basis set

Output
* relative energy (zero: lowest compared OMol25 entry of this formula, charge and spin): 162.94 kJ/mol
* calculated total energy: -693.4945 a.u.
* maximum force: 0.0783 Eh/bohr
* Kohn-Sham gap: 8.983 eV
* net charge: 0
* SMILES: Cc1ccc(O)cc1.Cc1ccc(O)cc1

Last column: Mulliken charge in e.
Cartesian coordinates (Å):
C -4.14 1.21 4.04  -1.21
C -3.05 0.77 3.06  0.80
C -3.26 -0.07 1.98  -0.70
C -2.20 -0.21 1.11  -0.23
C -0.97 0.53 1.19  0.15
O -0.04 -0.02 0.37  -0.29
C -0.92 1.50 2.18  -0.41
C -1.96 1.65 3.11  -0.66
H -4.43 0.25 4.54  0.32
H -5.03 1.42 3.44  0.28
H -3.95 1.81 4.94  0.33
H -4.17 -0.62 1.76  0.38
H -2.16 -0.95 0.32  0.37
H 0.63 0.54 -0.03  0.27
H -0.16 2.27 2.11  0.30
H -1.78 2.46 3.79  0.31
C 2.90 0.82 -4.12  -1.42
C 2.63 -0.16 -3.00  0.79
C 1.55 -1.02 -3.26  -0.35
C 1.11 -1.94 -2.32  -0.84
C 1.86 -1.97 -1.15  1.10
O 1.49 -2.91 -0.22  -0.56
C 2.95 -1.19 -0.83  -0.72
C 3.29 -0.19 -1.81  -0.59
H 2.96 0.35 -5.11  0.34
H 3.87 1.34 -4.11  0.38
H 2.03 1.52 -4.19  0.26
H 1.11 -1.12 -4.25  0.31
H 0.24 -2.57 -2.51  0.44
H 1.90 -2.81 0.64  0.30
H 3.50 -1.18 0.12  0.29
H 4.19 0.47 -1.80  0.26

[2]
Formula: C7H13N2O2
Source: OMol25
Level of theory: ωB97M-V with the def2-TZVPD basis set

Output
* relative energy (zero: lowest compared OMol25 entry of this formula, charge and spin): 320.33 kJ/mol
* calculated total energy: -534.1614 a.u.
* maximum force: 0.1171 Eh/bohr
* Kohn-Sham gap: 9.959 eV
* net charge: +1
* SMILES: CC(C)/C(O)=N\C=C/[NH2+]C=O

Last column: Mulliken charge in e.
Cartesian coordinates (Å):
C -0.63 2.54 0.50  -2.05
C -0.96 1.04 0.28  0.62
C -2.24 0.99 -0.55  -1.39
C 0.16 0.46 -0.59  0.19
O 0.40 1.20 -1.72  -0.41
N 0.69 -0.72 -0.42  -0.37
C 0.43 -1.52 0.63  -0.08
C 1.34 -2.43 0.90  -0.73
N 2.60 -2.41 0.11  -0.07
C 2.69 -1.92 -1.30  0.20
O 3.49 -1.08 -1.48  -0.39
H -1.41 2.97 0.98  0.57
H -0.69 3.12 -0.35  0.52
H 0.27 2.91 0.98  0.36
H -0.97 0.75 1.28  0.55
H -2.58 -0.09 -0.44  0.31
H -2.23 1.26 -1.57  0.34
H -3.01 1.48 -0.07  0.50
H 1.25 0.92 -2.02  0.32
H -0.45 -1.45 1.13  0.50
H 1.10 -3.05 1.77  0.39
H 3.08 -1.80 0.64  0.32
H 2.93 -3.45 0.20  0.41
H 2.10 -2.56 -1.89  0.42

[3]
Formula: C7H13NOP
Source: OMol25
Level of theory: ωB97M-V with the def2-TZVPD basis set

Output
* relative energy (zero: lowest compared OMol25 entry of this formula, charge and spin): 118.41 kJ/mol
* calculated total energy: -745.5303 a.u.
* maximum force: 0.1014 Eh/bohr
* Kohn-Sham gap: 8.551 eV
* net charge: +1
* SMILES: [H]/P=C1/C=CC[C@](C)(O)[C@H]1[NH3+]

Last column: Mulliken charge in e.
Cartesian coordinates (Å):
H -3.01 1.96 -0.21  0.01
P -3.32 0.56 -0.09  0.03
C -1.80 -0.10 -0.17  0.24
C -1.55 -1.52 -0.02  -0.28
C -0.39 -2.02 0.23  -0.95
C 0.86 -1.27 0.28  -1.06
C 0.59 0.17 0.70  1.13
C 1.85 1.00 0.45  -1.89
O -0.04 0.16 1.94  -0.54
C -0.49 0.81 -0.21  -0.56
N 0.09 0.71 -1.69  -0.44
H -2.54 -2.16 0.09  0.24
H -0.26 -3.02 0.43  0.55
H 1.65 -1.56 1.08  0.47
H 1.40 -1.22 -0.70  0.39
H 1.55 2.00 0.00  0.52
H 2.67 0.48 0.05  0.38
H 2.15 1.22 1.49  0.42
H 0.49 -0.26 2.66  0.45
H -0.74 1.85 0.02  0.74
H -0.48 1.28 -2.36  0.39
H 0.21 -0.18 -2.17  0.37
H 1.12 1.10 -1.82  0.40